A structure of composition C36H99Cu2N9O13S at a distorted geometry, computed with ωB97M-V/def2-TZVPD.

Geometry as XYZ:
```
160
Properties=species:S:1:pos:R:3:forces:R:3
Cu 5.46590 -0.15527 -0.27693 -0.856 0.192 0.137
Cu -2.86574 -0.62838 -1.46837 0.816 0.181 0.479
S 1.05510 0.50493 0.41886 -2.188 -1.579 2.505
O 6.84863 -5.54198 -6.63797 0.946 -1.756 -1.622
O -3.23134 -2.80738 6.28007 0.105 -1.070 0.228
O 1.66017 0.08915 1.68602 0.296 -0.922 1.004
O -10.65951 -0.75479 0.67927 0.713 1.209 -2.537
O 0.79217 -0.57236 -0.49522 -0.220 -2.877 -1.881
O 5.71317 -7.75856 3.34236 -0.543 -0.799 0.591
O -2.43244 3.81627 -7.19944 0.724 -0.275 -2.265
O 3.21060 1.85749 10.42228 0.519 0.306 -0.384
O -3.62130 -4.79943 -2.56810 0.356 -2.083 0.178
O 5.71674 4.65896 -8.97315 0.290 1.932 -1.841
O 2.00161 1.38216 -0.16477 3.158 3.549 -2.375
O -0.26544 1.10322 0.69020 -1.126 1.210 0.115
O -1.30804 10.61475 2.26201 0.376 -0.143 1.903
N -7.39607 1.02635 -0.01161 -0.448 -0.807 -0.195
N 4.90680 -3.06286 -4.61327 1.213 1.743 0.584
N 3.68684 2.78978 -6.38671 -1.596 0.357 -1.924
N -2.35272 7.02417 1.83801 -0.697 -1.301 0.312
N -3.28343 -4.47768 0.15838 -0.261 -0.804 -0.074
N 5.82884 -4.13757 3.22053 -0.755 0.965 -0.077
N -3.76861 -0.18224 4.86354 -0.109 0.379 0.536
N 4.14858 1.89661 6.81429 0.848 -0.084 -0.173
N -2.09352 0.36940 -5.88076 -0.678 -0.866 2.303
C 5.21288 -4.29856 -5.30326 -1.537 -0.818 1.044
C 3.89238 -4.68018 -6.00045 1.708 -1.351 -1.817
C 5.56237 4.06288 -5.90858 1.547 -0.278 1.310
C 5.04745 -8.90687 3.86791 0.737 0.178 0.682
C 7.59772 -5.63233 3.42016 -0.234 -0.696 -1.562
C -4.88714 -0.52603 6.95764 -1.867 0.188 1.180
C -2.04252 11.24628 3.35646 -0.075 0.113 -1.882
C -2.65514 -1.55390 6.63278 0.523 0.307 -0.104
C -10.84358 -0.30006 2.00801 -0.549 -1.314 -0.653
C 5.25079 -6.49107 3.83355 -0.422 -0.789 -1.532
C 3.27881 3.77870 8.01697 -1.138 0.421 1.233
C -2.61777 -5.56963 -0.61283 1.965 0.074 0.196
C 2.56235 0.96589 11.30283 0.202 0.621 -0.160
C -2.47359 5.13908 -6.72383 0.039 -0.823 0.726
C -2.48534 2.78841 -6.26673 -0.165 0.141 1.108
C -2.01039 -6.65228 0.31102 -0.537 -0.388 0.167
C 6.09356 -5.54014 3.02068 1.257 1.067 1.447
C -3.57460 -0.33544 6.31283 1.123 -2.070 -0.285
C 4.93163 3.69554 -8.34401 -1.303 -1.134 -0.277
C -1.63904 7.99814 2.59515 1.390 2.205 -0.004
C 2.99163 1.48181 9.07326 0.618 0.449 -0.939
C -2.34176 1.37115 -6.85618 -0.639 -0.173 -1.177
C -4.90738 -4.49584 -2.95838 -1.679 0.929 0.554
C 7.98151 -5.53161 -7.57815 -0.021 0.471 1.183
C 6.46839 -4.29542 -6.20385 -1.030 2.017 0.063
C -0.18649 7.51598 2.76906 -0.381 1.221 0.245
C -2.53432 -4.08394 6.57429 -0.174 1.755 -0.341
C 3.86761 2.39807 8.15302 -0.519 -0.895 0.514
C 4.45201 3.92973 -6.87801 1.868 0.760 -0.129
C -8.87062 1.04026 -0.05931 -0.553 1.314 -0.433
C -1.81079 9.36090 1.80800 -0.018 0.192 0.280
C -9.45146 -0.42361 -0.08427 1.020 0.089 2.287
C -9.36952 1.99615 -1.16903 -0.923 -1.636 0.016
C -3.42470 -6.05829 -1.83029 0.272 1.939 1.294
C -3.57461 0.94630 -7.68204 1.113 0.250 -0.366
C 5.43491 4.96366 -10.45482 0.429 -1.749 2.133
H -1.74615 -1.39295 6.05318 0.372 -0.156 0.013
H -2.86723 9.56383 1.63230 -0.334 -0.714 -0.154
H -2.32108 10.62614 4.20848 0.592 -0.192 0.028
H 5.45065 -9.83750 3.46860 0.269 0.345 -0.530
H 8.23075 -6.49039 -8.03280 -0.969 -0.276 0.284
H -1.31048 9.21243 0.85106 -0.103 -0.061 -0.144
H 6.13537 -3.83162 4.13296 0.016 -0.008 0.078
H 4.01510 3.60409 -8.92687 -0.314 -0.432 -0.105
H -7.21537 0.89645 0.97357 0.756 -0.012 0.058
H -5.45613 -1.39213 6.61967 -0.086 0.353 -1.030
H -0.16749 6.57479 3.31852 0.067 0.118 0.180
H -5.40716 0.42892 6.88185 -0.619 -0.308 -0.324
H 4.80697 2.46694 8.70162 0.253 0.031 -0.107
H -11.71756 -0.93167 2.16716 -0.189 0.411 1.102
H -1.47393 -4.06645 6.32254 0.107 0.401 -0.274
H 6.23499 5.60998 -10.81571 -0.377 0.289 0.452
H -2.58904 -4.03400 0.74240 0.706 0.388 -0.422
H -3.30962 0.05449 -8.24996 0.048 -0.089 -0.121
H 4.58305 -2.33048 -5.22882 0.308 0.073 -0.559
H 5.44164 2.73224 -8.34987 0.086 -0.269 -0.065
H 3.72124 -3.99256 -6.82870 -0.251 0.523 0.224
H 4.11468 -3.13635 -3.99097 0.110 -0.669 0.233
H -10.04931 -0.63101 2.67712 0.253 0.221 0.066
H -1.63068 6.41290 1.48430 -0.104 -0.242 -0.806
H 2.90433 1.06952 12.33260 0.188 0.514 -0.106
H 4.85799 -3.87266 3.13460 -0.222 -0.059 -0.133
H 4.20686 -6.41358 3.52969 -0.356 0.258 0.012
H -9.08805 1.60513 -2.14677 0.407 0.593 -0.199
H 5.26615 -6.29306 4.90531 0.568 -0.450 0.301
H 2.77841 3.10469 -6.69606 -0.839 -1.041 -0.055
H -3.67712 1.75667 -8.40378 -0.749 -0.110 -0.025
H 3.55279 2.66896 -5.39297 0.735 0.536 0.260
H 5.29516 -8.96023 4.92805 -0.409 -0.022 0.345
H 1.52074 1.28179 11.24466 -0.456 -1.076 0.248
H 6.15142 -3.65996 -7.03079 0.360 0.272 -0.643
H 3.96803 -8.95272 3.72346 -0.144 0.478 -0.089
H -3.89969 -1.11974 4.51140 -0.070 -0.099 -0.310
H 6.10329 3.12542 -5.77941 -0.044 -0.443 -0.431
H 0.30093 7.34610 1.80902 -0.094 0.092 -0.160
H -9.38408 -0.86392 -1.07911 -1.271 0.389 -0.313
H -1.19455 0.34529 -5.42103 0.069 0.172 -0.322
H 5.45485 -5.00444 -4.50874 -0.230 -0.335 0.062
H -4.25540 -6.51818 -1.29499 -1.146 0.258 -0.975
H 7.29515 -3.79375 -5.70095 0.029 0.193 0.324
H 4.41221 5.29104 -10.64185 0.120 0.546 0.430
H -3.00086 -4.83809 5.94051 -0.187 0.146 0.239
H -2.97364 11.63037 2.93983 -0.428 -0.169 -0.107
H 3.19908 0.41781 8.95937 0.584 -0.173 -0.176
H 5.93100 -5.76271 1.96610 0.258 -0.222 0.036
H 2.97938 -4.83309 -5.42500 0.430 0.158 0.325
H 2.19246 3.74133 7.93594 -0.206 -0.299 -0.489
H 8.11194 -5.22196 2.55108 0.380 -0.207 -0.006
H -1.74194 -5.08333 -1.04243 0.098 0.149 -0.091
H 8.89225 -5.29109 -7.02970 0.048 0.297 0.287
H -3.41959 5.27368 -6.19935 -0.091 0.374 0.247
H -5.66941 -4.94026 -2.31815 0.015 -0.474 0.040
H -9.15520 1.67646 0.77874 -0.707 -0.986 0.893
H 1.96213 1.56468 8.72486 -0.542 0.346 0.398
H 3.37322 4.30683 8.96579 0.519 0.446 -0.135
H 5.52642 4.03889 -11.02449 0.138 -0.289 0.140
H 2.85328 -0.04417 11.01433 -0.788 -0.351 -0.085
H -2.95237 -6.80765 -2.46548 0.263 0.148 0.172
H -9.18690 3.04874 -0.95263 0.608 -0.147 -0.305
H -2.39584 5.86468 -7.53349 0.011 -0.383 -0.128
H -7.06274 1.94215 -0.27674 0.116 0.123 0.090
H -5.08670 -3.43661 -2.77405 0.258 0.396 -0.063
H 4.32443 2.73913 6.28577 0.063 -0.476 -0.572
H -2.41442 -1.46085 7.69179 0.082 -0.454 0.313
H -2.56616 -4.35331 7.63001 -0.448 0.107 0.081
H 3.54362 1.29030 6.27901 -0.463 0.098 0.577
H 4.15100 -5.57936 -6.55965 -0.569 -0.624 0.035
H -2.94319 0.20081 4.42528 0.173 -0.030 -0.070
H -8.73357 -1.08986 0.39410 0.790 0.405 0.371
H -1.22217 -7.24678 -0.15091 0.315 0.442 -0.096
H -2.65945 -7.43342 0.70680 -0.829 0.091 -0.305
H -5.21828 -4.64240 -3.99277 0.563 -0.541 -0.299
H -11.11624 0.74586 2.14871 0.281 0.134 -0.253
H -3.06208 0.51144 6.76916 0.025 0.222 -0.344
H -1.68133 -6.17343 1.23325 0.575 0.115 -0.227
H -4.95384 -0.77816 8.01599 1.066 0.338 0.441
H 0.35064 8.31126 3.28588 0.400 -0.272 0.184
H 3.63849 4.33739 7.15291 0.308 0.113 0.327
H -4.47223 0.67908 -7.12442 0.018 0.580 0.213
H 7.94271 -5.00544 4.24240 -0.620 -0.140 0.334
H 7.90861 -4.79546 -8.37869 -0.554 0.125 0.043
H -1.49501 1.25614 -7.53286 0.085 1.258 -0.575
H 3.91636 4.87889 -6.89435 -0.446 0.075 0.125
H -2.66234 6.47859 2.62957 -1.010 -0.867 -0.458
H 7.88179 -6.67563 3.55767 0.206 0.152 0.066
H -1.74513 2.89307 -5.47350 0.656 0.191 0.018
H -2.10907 8.05366 3.57704 0.067 0.430 0.168
H -3.41523 2.97637 -5.73001 -0.597 -0.901 0.250
H -10.45649 1.91524 -1.16178 -0.222 0.000 -0.005
H -1.63342 5.25246 -6.03873 0.002 0.477 0.244
H -3.79699 -4.90221 0.91740 -0.886 -0.389 -0.080
H 5.10518 4.16689 -4.92457 0.186 0.665 0.186
H 6.37110 4.77619 -6.06753 -0.497 0.461 -0.189
H -1.50782 12.16435 3.60006 0.358 -0.439 0.403
H -2.37028 -0.55434 -6.18115 0.167 0.133 -0.013
```
Forces are in eV/Å.

Summary:
Energy relative to the best compared isomer or geometry (same formula, charge and spin) ... 16.865 eV
E_HOMO ... -6.12 eV
E_LUMO ... -2.836 eV
Total charge ... 0